Entry 1:
Density functional theory data (wB97M-V/def2-TZVPD) for a molecular structure, C35H43F11InN4O20.

Element x y z (Å)
C: -6.473 -5.042 -2.055
C: -5.091 -4.481 -1.772
C: -4.048 -5.117 -2.653
O: -4.317 -5.623 -3.698
O: -2.796 -5.110 -2.228
C: -2.398 -4.360 -1.028
C: -0.911 -4.298 -0.923
In: -0.425 -2.873 0.714
C: -0.186 -0.906 -0.232
C: -0.867 0.313 0.394
C: -0.245 1.598 -0.145
C: -1.055 2.882 0.016
N: -0.231 3.952 0.622
C: -0.778 5.246 0.602
N: -1.022 5.891 -0.461
N: -1.057 5.856 1.868
C: 1.457 -3.339 1.768
C: 2.686 -3.021 1.188
C: 3.880 -3.268 1.855
C: 3.830 -3.838 3.120
N: 2.683 -4.175 3.708
C: 1.551 -3.927 3.032
C: -2.198 -2.981 2.163
F: -3.379 -2.628 1.535
F: -2.111 -2.156 3.265
C: -2.465 -4.396 2.752
F: -2.246 -4.464 4.069
F: -1.644 -5.308 2.193
F: -3.711 -4.842 2.540
H: -7.174 -4.705 -1.298
H: -6.827 -4.716 -3.026
H: -6.461 -6.126 -2.071
H: -4.834 -4.581 -0.726
H: -5.084 -3.422 -2.022
H: -2.834 -4.853 -0.164
H: -2.827 -3.364 -1.104
H: -0.525 -3.950 -1.878
H: -0.533 -5.295 -0.707
H: 0.888 -0.718 -0.207
H: -0.535 -0.986 -1.255
H: -0.788 0.301 1.475
H: -1.932 0.317 0.163
H: -0.026 1.433 -1.197
H: 0.718 1.757 0.340
H: -1.964 2.718 0.598
H: -1.339 3.259 -0.947
H: -0.072 3.701 1.587
H: -0.766 5.296 -1.248
H: -1.901 5.411 2.219
H: -0.343 5.550 2.523
H: 2.712 -2.565 0.205
H: 4.837 -3.012 1.425
H: 4.739 -4.026 3.670
H: 0.651 -4.221 3.556
C: 2.967 -3.819 -3.648
C: 3.310 -3.341 -2.249
O: 2.791 -2.024 -2.253
C: 1.760 -1.971 -3.145
O: 0.935 -1.125 -3.184
O: 1.788 -3.068 -3.935
F: 4.647 -3.298 -2.024
H: 3.760 -3.538 -4.344
H: 2.764 -4.883 -3.717
H: 2.837 -3.907 -1.444
C: 2.115 1.880 -4.464
C: 1.179 2.093 -5.641
O: -0.075 2.221 -5.003
C: 0.133 2.682 -3.739
O: -0.707 3.096 -3.015
O: 1.440 2.592 -3.426
F: 1.151 1.042 -6.494
H: 2.162 0.820 -4.206
H: 3.112 2.284 -4.609
H: 1.374 2.997 -6.221
C: -1.090 9.413 2.528
C: -0.393 9.780 3.823
O: -0.954 11.044 4.122
C: -2.192 11.109 3.554
O: -3.007 11.930 3.810
O: -2.343 10.100 2.675
F: 0.950 9.906 3.687
H: -0.552 9.824 1.673
H: -1.239 8.345 2.394
H: -0.590 9.101 4.654
C: 0.873 0.175 5.699
C: 1.115 0.167 4.199
O: 0.752 1.508 3.854
C: 0.928 2.292 4.936
O: 0.926 3.484 4.915
O: 1.107 1.550 6.036
F: 0.324 -0.704 3.563
H: -0.165 -0.081 5.912
H: 1.543 -0.469 6.259
H: 2.150 -0.007 3.905
C: -0.973 -9.116 -2.135
C: -0.087 -9.327 -0.917
O: 1.122 -8.717 -1.319
C: 0.819 -7.752 -2.235
O: 1.561 -6.894 -2.582
O: -0.443 -7.909 -2.674
F: 0.133 -10.640 -0.651
H: -0.831 -9.932 -2.845
H: -2.027 -8.995 -1.909
H: -0.441 -8.844 -0.004
C: 2.588 7.140 -0.223
C: 2.612 8.505 -0.883
O: 3.629 8.349 -1.854
C: 3.700 7.029 -2.191
O: 4.278 6.607 -3.136
O: 3.011 6.294 -1.300
F: 2.954 9.501 -0.030
H: 3.315 7.081 0.588
H: 1.601 6.849 0.127
H: 1.683 8.781 -1.383

Output
- Kohn-Sham gap: 7.5675 eV
- Net charge: -1
- Energy relative to the best compared isomer or geometry (same formula, charge and spin): 0.0 kJ/mol
- LUMO level: 1.88 eV

Entry 2:
Density functional theory data (wB97M-V/def2-TZVPD) for a molecular structure, C35H43Ge2N2O4PRuS2.

Element x y z (Å)
Ru: -0.146 -0.163 -0.157
C: -1.957 -3.431 0.964
C: -1.892 -2.210 1.804
N: -1.315 -1.076 1.471
C: -1.467 -0.216 2.526
C: -2.159 -0.842 3.520
N: -2.417 -2.100 3.041
C: -2.681 -0.441 4.843
O: -2.420 0.784 5.228
O: -3.324 -1.239 5.497
C: -0.948 1.169 2.412
O: -1.114 1.953 3.363
O: -0.395 1.438 1.305
H: -1.553 -3.200 -0.019
H: -2.986 -3.777 0.850
H: -1.367 -4.235 1.407
H: -2.907 -2.798 3.577
H: -1.876 1.290 4.521
C: 2.237 4.087 -1.411
C: 1.824 2.844 -0.625
Ge: 0.959 1.414 -1.682
C: 2.313 0.610 -2.899
C: 2.727 1.469 -4.093
C: -0.378 2.278 -2.834
C: -1.689 2.014 -2.743
Ge: -2.180 0.682 -1.327
C: -3.143 -0.941 -2.008
C: -4.436 -0.861 -2.817
C: -3.326 1.493 0.086
C: -4.697 2.087 -0.228
C: -2.692 2.697 -3.612
C: -4.047 2.401 -3.490
C: -5.009 3.007 -4.287
C: -4.635 3.939 -5.239
C: -3.288 4.255 -5.378
C: -2.337 3.647 -4.579
H: 2.674 4.846 -0.757
H: 1.380 4.545 -1.912
H: 2.980 3.861 -2.179
H: 1.111 3.108 0.158
H: 2.685 2.396 -0.121
H: 1.900 -0.338 -3.256
H: 3.179 0.355 -2.282
H: 1.859 1.795 -4.670
H: 3.383 0.922 -4.776
H: 3.264 2.365 -3.779
H: -0.032 3.014 -3.559
H: -3.319 -1.509 -1.087
H: -2.405 -1.513 -2.577
H: -5.238 -0.369 -2.262
H: -4.795 -1.862 -3.077
H: -4.297 -0.316 -3.750
H: -2.706 2.247 0.574
H: -3.446 0.683 0.815
H: -4.624 2.957 -0.881
H: -5.191 2.413 0.692
H: -5.364 1.366 -0.709
H: -4.359 1.678 -2.752
H: -6.052 2.747 -4.156
H: -5.378 4.416 -5.866
H: -2.977 4.983 -6.118
H: -1.299 3.918 -4.714
S: 0.910 -1.890 3.926
P: 2.358 -1.764 2.604
S: 2.044 -0.832 0.828
C: 2.995 -3.440 2.208
C: 3.384 -4.256 3.269
C: 3.855 -5.536 3.034
C: 3.935 -6.020 1.733
C: 3.550 -5.213 0.674
C: 3.086 -3.924 0.910
C: 3.852 -0.968 3.291
C: 4.999 -0.851 2.509
C: 6.139 -0.263 3.029
C: 6.141 0.213 4.336
C: 5.000 0.099 5.116
C: 3.856 -0.490 4.595
H: 3.305 -3.881 4.283
H: 4.156 -6.162 3.865
H: 4.296 -7.024 1.548
H: 3.612 -5.584 -0.342
H: 2.793 -3.280 0.091
H: 4.988 -1.213 1.488
H: 7.026 -0.168 2.416
H: 7.032 0.674 4.743
H: 4.998 0.471 6.133
H: 2.952 -0.582 5.186
C: 0.056 -1.358 -1.522
H: 0.647 -2.266 -1.354
H: -0.181 -1.229 -2.580

Output
- Kohn-Sham gap (alpha / beta): 7.7811 / 7.0501 eV
- Net charge: -1
- Energy relative to the best compared isomer or geometry (same formula, charge and spin): 168.1 kJ/mol
- LUMO level (alpha / beta): 2.37 / 1.69 eV
- 2S+1: 2

Entry 3:
Density functional theory data (wB97M-V/def2-TZVPD) for C35H43N2O8P in the gas phase.

Element x y z (Å)
C: -5.723 0.968 4.123
C: -6.773 0.947 2.821
O: -5.991 0.422 1.691
C: -6.083 1.279 0.498
C: -4.883 2.431 0.431
O: -3.623 2.009 1.062
C: -2.505 1.967 0.098
C: -1.766 3.364 -0.418
C: -0.474 3.376 -1.479
C: 0.213 4.808 -1.885
C: -0.427 6.126 -1.151
C: 0.812 7.246 -1.066
O: 1.567 6.895 0.181
C: 3.001 6.670 -0.140
C: 0.087 1.928 -2.100
C: 1.311 1.793 -3.182
C: 2.664 2.651 -2.811
C: 3.738 2.302 -1.622
C: 5.040 3.297 -1.453
C: 5.318 4.644 -2.404
C: 4.237 5.000 -3.591
C: 4.330 6.277 -4.629
C: 2.954 3.991 -3.767
C: -0.670 0.543 -1.583
C: -1.935 0.547 -0.488
C: -2.583 -0.917 -0.001
O: -3.889 -1.146 0.155
C: -1.432 -2.110 0.228
C: -1.545 -3.190 1.459
N: -2.703 -3.239 2.459
C: -0.337 -4.287 1.626
P: -0.390 -5.584 3.047
O: -0.793 -4.753 4.368
C: 0.920 -4.266 0.572
C: 2.158 -5.326 0.761
C: 1.801 -6.880 0.336
O: 2.750 -7.736 1.114
C: 2.028 -8.958 1.504
O: 1.213 -9.606 0.645
C: 2.265 -9.583 3.016
C: 1.031 -9.216 4.065
C: 1.040 -3.214 -0.719
N: 2.205 -3.204 -1.686
C: -0.176 -2.121 -0.875
C: -0.239 -0.987 -2.104
O: -0.010 -1.314 -3.377
H: -5.061 -0.025 4.140
H: -5.023 1.897 3.931
H: -6.324 1.014 5.126
H: -7.600 0.124 3.067
H: -7.288 1.980 2.633
H: -5.964 0.618 -0.485
H: -7.121 1.816 0.454
H: -5.293 3.344 1.070
H: -4.765 2.816 -0.683
H: -2.235 4.365 0.033
H: 1.349 4.746 -1.523
H: 0.228 4.908 -3.063
H: -1.288 6.569 -1.806
H: -0.737 5.947 -0.015
H: 1.517 7.119 -2.009
H: 0.424 8.340 -0.906
H: 3.185 5.602 -0.614
H: 3.421 7.453 -0.909
H: 3.681 6.728 0.825
H: 1.671 0.677 -3.360
H: 0.879 2.149 -4.231
H: 3.556 1.356 -0.930
H: 5.875 3.102 -0.625
H: 6.256 5.335 -2.286
H: 4.038 5.921 -5.730
H: 5.393 6.766 -4.704
H: 3.480 7.051 -4.325
H: 2.185 4.223 -4.650
H: -3.429 -3.844 1.968
H: -3.150 -2.295 2.518
H: 0.935 -6.138 3.352
H: -1.355 -6.639 2.829
H: 2.481 -5.258 1.907
H: 3.079 -4.879 0.160
H: 1.966 -6.956 -0.826
H: 0.672 -7.052 0.648
H: 2.256 -10.749 2.904
H: 3.309 -9.254 3.474
H: 0.945 -10.124 4.800
H: 1.345 -8.258 4.677
H: 0.033 -9.011 3.450
H: 1.924 -2.933 -2.655
H: 2.818 -2.399 -1.359

Output
- Kohn-Sham gap: 6.9350 eV
- LUMO level: -1.64 eV

Entry 4:
Density functional theory data (wB97M-V/def2-TZVPD) for a molecular structure, C35H43NOReS3Si.

Element x y z (Å)
Re: -0.743 -1.204 -0.542
C: 3.356 -2.364 1.583
C: 1.905 -2.746 1.369
C: 0.921 -2.227 2.220
C: 1.341 -1.532 3.500
C: -0.433 -2.455 1.935
C: -1.511 -2.095 2.937
C: -0.805 -3.275 0.829
C: -2.225 -3.857 0.841
C: 0.211 -3.866 0.040
C: -0.124 -4.836 -1.071
C: 1.556 -3.617 0.328
C: 2.617 -4.311 -0.488
H: 3.887 -3.106 2.190
H: 3.445 -1.403 2.087
H: 3.885 -2.288 0.633
H: 0.624 -1.699 4.301
H: 1.462 -0.451 3.377
H: 2.297 -1.915 3.849
H: -1.683 -2.958 3.589
H: -2.466 -1.864 2.462
H: -1.243 -1.265 3.572
H: -2.492 -4.133 1.860
H: -2.288 -4.762 0.242
H: -3.000 -3.180 0.481
H: 0.036 -5.863 -0.731
H: 0.523 -4.685 -1.938
H: -1.151 -4.768 -1.409
H: 2.708 -3.867 -1.489
H: 2.369 -5.363 -0.629
H: 3.593 -4.269 -0.017
S: -2.103 -2.502 -2.084
C: -2.446 -0.875 -2.568
N: -1.724 0.000 -1.898
C: -1.927 1.333 -2.323
C: -1.267 2.470 -1.888
C: -1.589 3.675 -2.485
C: -2.556 3.745 -3.495
C: -3.206 2.606 -3.936
C: -2.873 1.398 -3.335
S: -3.469 -0.202 -3.732
H: -0.506 2.385 -1.119
H: -1.077 4.581 -2.178
H: -2.796 4.701 -3.945
H: -3.940 2.656 -4.734
O: -0.244 0.521 0.591
S: -0.829 1.124 1.905
C: -1.974 2.392 1.499
C: -3.238 2.263 2.068
C: -4.179 3.259 1.833
C: -3.850 4.339 1.025
C: -2.577 4.450 0.461
C: -1.621 3.482 0.706
C: 0.525 2.065 2.561
C: 1.732 2.127 1.885
C: 2.771 2.858 2.455
C: 2.588 3.489 3.678
C: 1.367 3.403 4.343
C: 0.320 2.685 3.788
H: -3.485 1.404 2.687
H: -5.164 3.190 2.284
H: -4.588 5.112 0.839
H: -2.329 5.307 -0.157
H: -0.613 3.583 0.314
H: 1.857 1.616 0.941
H: 3.722 2.930 1.941
H: 3.402 4.053 4.121
H: 1.231 3.896 5.298
H: -0.637 2.621 4.300
C: 3.283 -0.992 -3.403
Si: 1.759 -0.096 -2.882
C: 0.674 0.213 -4.346
C: 2.228 1.460 -1.984
C: 0.975 -1.361 -1.707
H: 3.805 -0.393 -4.161
H: 3.062 -1.971 -3.847
H: 3.971 -1.138 -2.561
H: 1.270 0.641 -5.163
H: -0.133 0.921 -4.128
H: 0.235 -0.725 -4.715
H: 3.254 1.738 -2.250
H: 2.193 1.322 -0.896
H: 1.579 2.303 -2.248
H: 1.740 -1.583 -0.953
H: 0.822 -2.260 -2.313

Output
- Kohn-Sham gap (alpha / beta): 7.5601 / 7.3312 eV
- Net charge: +2
- Energy relative to the best compared isomer or geometry (same formula, charge and spin): 0.0 kJ/mol
- LUMO level (alpha / beta): -6.28 / -6.78 eV
- 2S+1: 4

Entry 5:
Density functional theory data (wB97M-V/def2-TZVPD) for a molecular structure, C35H44AsN9O5STi.

Element x y z (Å)
Ti: 0.026 0.363 -0.862
C: -2.613 1.752 -4.001
C: -1.821 1.858 -2.729
O: -1.027 0.876 -2.482
C: -1.919 2.984 -1.939
C: -1.064 3.274 -0.828
C: -1.108 4.653 -0.239
N: -0.225 2.385 -0.368
N: 0.711 2.864 0.579
C: 1.541 1.928 0.877
O: 1.390 0.683 0.428
C: 2.766 2.255 1.647
C: 3.815 1.345 1.668
C: 4.999 1.659 2.328
C: 5.136 2.885 2.961
C: 4.084 3.800 2.940
C: 2.903 3.487 2.287
H: -2.098 2.302 -4.793
H: -2.693 0.711 -4.310
H: -3.607 2.185 -3.888
H: -2.597 3.763 -2.257
H: -1.930 5.225 -0.664
H: -1.209 4.605 0.846
H: -0.168 5.170 -0.435
H: 3.700 0.399 1.153
H: 5.817 0.947 2.340
H: 6.062 3.138 3.461
H: 4.193 4.762 3.426
H: 2.082 4.193 2.254
S: 2.611 -3.028 -6.992
N: 2.964 -1.583 -6.382
C: 2.336 -1.504 -5.223
C: 2.378 -0.360 -4.311
C: 3.144 0.789 -4.544
C: 3.113 1.800 -3.624
C: 2.298 1.661 -2.503
N: 1.579 0.574 -2.280
C: 1.622 -0.433 -3.159
C: 0.829 -1.659 -2.823
N: 0.148 -1.649 -1.668
C: -0.510 -2.739 -1.299
C: -0.534 -3.896 -2.068
C: 0.131 -3.903 -3.266
C: 0.834 -2.760 -3.656
C: 1.591 -2.665 -4.905
N: 1.664 -3.606 -5.828
H: 3.748 0.853 -5.441
H: 3.702 2.699 -3.753
H: 2.221 2.445 -1.760
H: -1.044 -2.674 -0.359
H: -1.080 -4.763 -1.722
H: 0.128 -4.773 -3.913
C: 2.817 -3.897 0.866
As: 1.607 -2.424 1.327
C: 2.587 -1.852 2.925
C: 0.271 -3.576 2.190
H: 2.932 -4.585 1.705
H: 3.795 -3.497 0.598
H: 2.425 -4.447 0.008
H: 2.358 -2.501 3.770
H: 2.354 -0.817 3.182
H: 3.655 -1.909 2.717
H: 0.676 -4.016 3.102
H: 0.004 -4.385 1.506
H: -0.630 -3.011 2.437
C: -2.817 1.651 1.884
N: -3.437 0.429 1.397
C: -4.646 0.012 2.112
C: -4.986 -1.415 1.762
C: -5.015 -1.547 0.259
N: -3.713 -1.164 -0.285
C: -3.512 -1.463 -1.696
C: -2.937 -0.238 0.336
O: -1.786 0.004 -0.093
H: -2.685 1.587 2.967
H: -3.469 2.501 1.668
H: -1.861 1.805 1.407
H: -5.470 0.689 1.867
H: -4.436 0.095 3.178
H: -5.946 -1.693 2.193
H: -4.217 -2.073 2.171
H: -5.803 -0.921 -0.174
H: -5.204 -2.577 -0.044
H: -3.444 -2.541 -1.854
H: -2.607 -0.985 -2.059
H: -4.361 -1.084 -2.270
N: 0.663 1.363 4.177
C: -0.206 0.349 4.769
C: -0.978 -0.372 3.680
O: -1.972 -1.023 3.870
O: -0.441 -0.236 2.464
H: 0.154 2.208 3.943
H: 0.332 0.362 2.574
H: 1.423 1.627 4.788
H: -0.915 0.700 5.516
H: 0.423 -0.408 5.239

Output
- Kohn-Sham gap (alpha / beta): 6.3682 / 6.8255 eV
- Net charge: +1
- Energy relative to the best compared isomer or geometry (same formula, charge and spin): 0.0 kJ/mol
- LUMO level (alpha / beta): -3.01 / -3.06 eV
- 2S+1: 2

Calculated max |F| (eV/A), listed in the same order as above: 1.54; 1.09; 8.58; 0.94; 1.08
Calculated energy (Ha), listed in the same order as above: -4372.1118; -7156.6107; -2410.9856; -3051.3125; -5712.6064